Entry 1:
Entry from the OMol25 dataset: C5H8N2 as an isolated structure in a non-equilibrium geometry (ωB97M-V/def2-TZVPD).

```
15
Properties=species:S:1:pos:R:3:mulliken_charge:R:1
C 1.97037 -0.65228 -1.04318 -1.03
C 0.45025 -0.52407 -1.16001 -0.35
N -0.23125 0.15788 0.07475 -0.09
C -0.84440 1.64613 0.97012 -0.28
C -1.89195 1.17887 1.68899 -0.24
N -1.86313 -0.19101 1.65790 -0.60
C -1.03738 -0.64566 0.74977 0.03
H 2.42531 -1.12709 -1.92946 0.34
H 2.40454 0.34228 -0.93592 0.28
H 2.24577 -1.25288 -0.17074 0.29
H 0.03847 -1.54961 -1.30262 0.30
H 0.19468 0.00321 -2.08673 0.30
H -0.03287 2.32937 0.91364 0.37
H -2.81221 1.63352 2.13661 0.36
H -1.12010 -1.69910 0.52719 0.33
```

Calculated values
- Total energy: -304.7122 hartree
- HOMO: -8.540 eV
- Multiplicity: 1
- Total charge: 0

Entry 2:
Entry from the OMol25 dataset: C13H24N3RuS as an isolated structure in a non-equilibrium geometry (ωB97M-V/def2-TZVPD).

```
42
Properties=species:S:1:pos:R:3:mulliken_charge:R:1
Ru 0.31180 -0.10880 -0.10170 0.29
C 1.96390 0.32820 1.68670 0.81
C 2.22280 1.12950 0.52660 0.24
C 1.21220 2.15050 0.45900 0.71
C 0.32780 1.97490 1.57110 1.19
C 0.77020 0.83240 2.31090 0.95
C 0.22380 0.30450 3.58740 -1.74
C -0.75220 2.93250 1.92320 -1.97
C 1.21290 3.31020 -0.46950 -1.83
C 3.34460 0.99550 -0.44530 -1.70
C 2.78980 -0.77860 2.23230 -1.55
H 0.98760 0.35850 4.36400 0.37
H -0.04860 -0.74840 3.49200 0.35
H -0.64340 0.86630 3.91760 0.44
H -0.31910 3.92050 2.08040 0.41
H -1.26880 2.64170 2.83000 0.39
H -1.47230 3.02940 1.11120 0.34
H 1.77780 4.12890 -0.01610 0.36
H 0.20500 3.67570 -0.65320 0.40
H 1.69160 3.07290 -1.41740 0.44
H 3.91210 1.92760 -0.49930 0.36
H 2.94990 0.80430 -1.45590 0.30
H 4.02350 0.18940 -0.17710 0.37
H 3.14910 -0.51330 3.22830 0.36
H 3.64790 -0.99720 1.60350 0.40
H 2.19630 -1.69040 2.34560 0.34
N -5.98620 0.15810 -0.01210 -0.26
C -4.62230 -0.44180 -0.00650 -0.72
C -3.46360 0.58090 0.00030 -1.00
N -2.19710 -0.13840 -0.01050 -0.38
H -6.68790 -0.59750 -0.01470 0.38
H -6.13940 0.73700 -0.85150 0.36
H -6.14630 0.73910 0.82340 0.36
H -4.51870 -1.07310 -0.89390 0.42
H -4.52560 -1.07690 0.87940 0.42
H -3.49400 1.20580 0.89680 0.42
H -3.49870 1.22310 -0.88430 0.48
H -2.16450 -0.73070 -0.84590 0.39
H -2.15840 -0.75600 0.80800 0.30
S 0.20260 -2.37640 0.05420 -0.04
C 0.13320 -4.02450 0.02270 0.20
N 0.03590 -5.16620 -0.03900 -0.35
```

Calculated values
- Total energy: -1166.3968 hartree
- HOMO (spin up / spin down): -13.992 / -13.754 eV
- Multiplicity: 2
- Total charge: +2

Entry 3:
Entry from the OMol25 dataset: a 2-piece molecular cluster, C11H15BrN2O overall in a non-equilibrium geometry (ωB97M-V/def2-TZVPD).

```
30
Properties=species:S:1:pos:R:3:mulliken_charge:R:1
C -2.35743 1.08457 2.62969 -0.43
C -2.45703 1.45505 1.37554 -0.51
C -2.29665 -1.30812 1.85038 -0.35
C 0.18151 0.84974 0.58005 0.86
C -2.06486 -0.35298 3.05706 -0.81
C 2.32579 -0.60911 -2.48068 -0.71
C 2.52480 0.73409 -1.87493 -0.37
C 0.87382 -1.03405 -2.22225 -0.29
C 2.30585 0.48470 -0.38297 -1.16
C 0.53530 -1.23860 -0.74219 -0.67
C -2.11415 0.45514 0.34087 0.33
N -2.25647 -0.90461 0.60048 -0.53
N 0.93164 0.01253 -0.04141 -0.07
O 0.21689 1.82474 1.25399 -0.52
Br -2.37060 1.07378 -1.46311 -0.19
H -2.65858 1.84091 3.30510 0.43
H -2.72034 2.41874 1.03827 0.42
H -2.74711 -2.21935 2.00203 0.55
H -1.08660 -0.57631 3.48020 0.27
H -2.78604 -0.42472 3.85610 0.41
H 2.49794 -0.54916 -3.66178 0.29
H 3.08251 -1.43974 -2.31240 0.31
H 3.65667 0.93509 -1.95152 0.28
H 1.92868 1.61128 -2.23980 0.26
H 0.21685 -0.18275 -2.60004 0.08
H 0.55624 -2.00568 -2.71688 0.32
H 2.87632 -0.10780 0.18673 0.63
H 2.47879 1.52370 0.00628 0.32
H -0.48564 -1.39527 -0.53277 0.57
H 1.21191 -1.95579 -0.34005 0.28
```

Calculated values
- Total energy: -3186.7604 hartree
- HOMO (spin up / spin down): -6.941 / -6.941 eV
- Multiplicity: 1
- Total charge: 0

Entry 4:
Entry from the OMol25 dataset: one molecule with the formula C20H22N4O4 in a non-equilibrium geometry (ωB97M-V/def2-TZVPD).

```
50
Properties=species:S:1:pos:R:3:mulliken_charge:R:1
C -6.53290 -2.22433 -0.94641 -1.15
C -6.25327 -1.56358 0.39513 -0.34
H -7.13490 -1.01257 0.73723 0.35
H -5.95826 -2.30046 1.14513 0.33
O -5.14886 -0.65864 0.30899 -0.23
C -5.40314 0.56934 -0.14951 -0.04
O -6.50320 0.95002 -0.45594 -0.63
C -4.16606 1.44631 -0.26084 0.75
C -3.34622 1.53240 1.03392 -1.08
H -4.00885 1.69678 1.88491 0.44
H -2.67984 2.39405 0.95077 0.42
C -2.49952 0.27931 1.27887 -0.69
N -1.67586 0.00655 0.12617 0.04
C -0.34148 0.16520 0.02017 1.05
O 0.25745 0.01917 -1.02517 -0.68
C 0.40680 0.52237 1.31675 -1.27
N 1.82282 0.54599 1.03912 0.87
N 2.31899 1.73987 0.72343 -1.12
C 3.54809 1.85093 0.33802 -0.52
C 4.38401 0.71757 0.22052 0.31
C 3.83987 -0.52269 0.55555 0.09
N 4.77011 -1.50037 0.37966 -0.01
C 5.92853 -0.92949 -0.07229 -0.24
C 7.14554 -1.51716 -0.39340 -0.86
C 8.16066 -0.69054 -0.82624 -0.40
C 7.97899 0.69005 -0.94060 -0.72
C 6.77594 1.28227 -0.62499 -0.49
C 5.73338 0.47126 -0.18456 0.95
H 6.63833 2.34903 -0.71510 0.44
H 8.80182 1.29917 -1.28378 0.38
H 9.11875 -1.11696 -1.08355 0.38
H 7.28767 -2.58386 -0.30674 0.39
H 4.60018 -2.47901 0.54236 0.21
C 2.48025 -0.67409 1.00148 0.79
O 1.93342 -1.71068 1.34943 -0.76
H 3.88418 2.85010 0.11164 0.40
H 0.11669 1.51282 1.66942 0.44
H 0.22609 -0.24610 2.07262 0.45
C -2.45787 -0.25076 -1.06665 -0.97
C -3.27585 0.98683 -1.42808 -1.06
H -3.88925 0.78374 -2.30702 0.46
H -2.58760 1.79777 -1.67477 0.42
H -1.76484 -0.49660 -1.87267 0.42
H -3.11407 -1.10396 -0.87590 0.40
H -1.89022 0.41644 2.16991 0.51
H -3.15671 -0.58084 1.43745 0.17
H -4.55547 2.44307 -0.49539 0.36
H -6.82951 -1.47331 -1.67447 0.31
H -5.64573 -2.73883 -1.30849 0.30
H -7.33908 -2.94360 -0.83613 0.42
```

Calculated values
- Total energy: -1295.3735 hartree
- HOMO: -8.124 eV
- Structure (SMILES): CCOC(=O)C1CCN(C(=O)Cn2ncc3c([nH]c4ccccc43)c2=O)CC1
- Multiplicity: 1
- Total charge: 0

Entry 5:
Entry from the OMol25 dataset: C37H58N7O4PRuSSi as an isolated structure in a non-equilibrium geometry (ωB97M-V/def2-TZVPD).

```
110
Properties=species:S:1:pos:R:3:mulliken_charge:R:1
Ru -0.34749 -0.47700 -1.19470 1.50
C -1.97064 -5.81563 3.05773 -1.12
Si -1.48716 -5.72199 1.20878 0.21
C -3.08579 -5.45366 0.21815 -1.05
C -0.66320 -7.35353 0.68445 -1.14
C -0.20026 -4.31593 1.08425 0.21
C 0.96766 -4.40512 1.83161 -0.27
C 1.90461 -3.38150 1.82620 -1.51
C 1.63893 -2.24567 1.07766 -0.77
N 0.54174 -2.14327 0.34710 0.67
C -0.33812 -3.15249 0.31580 -0.16
S -1.63592 -2.86074 -0.79353 -0.32
H -2.68754 -6.61274 3.23080 0.36
H -2.42563 -4.89044 3.40092 0.31
H -1.10864 -6.01679 3.68606 0.35
H -3.74714 -6.30136 0.36576 0.40
H -2.89334 -5.36126 -0.84465 0.35
H -3.61565 -4.56058 0.53354 0.25
H -1.35798 -8.17893 0.80585 0.33
H 0.21301 -7.57530 1.28586 0.35
H -0.35890 -7.33060 -0.35724 0.35
H 1.13847 -5.28617 2.43187 0.39
H 2.81574 -3.44807 2.39957 0.48
H 2.30171 -1.39155 1.07288 0.49
C 2.99765 -0.13595 -1.33848 -1.33
N 1.82807 -0.70212 -1.95127 1.66
C 1.95558 -1.56992 -2.89656 -0.65
C 0.81517 -2.04750 -3.57058 0.04
C 0.67193 -3.04520 -4.56587 -1.21
C -0.67385 -3.10563 -4.86187 -0.74
C -1.29945 -2.14632 -4.04634 -0.90
N -0.41360 -1.51277 -3.28431 0.80
C 3.63727 0.87874 -2.26145 0.25
C 5.01530 0.93161 -2.41637 -0.66
C 5.58533 1.85172 -3.27989 -0.71
C 4.78872 2.72987 -3.99388 -0.55
C 3.41265 2.68705 -3.83739 -0.72
C 2.84142 1.76274 -2.98086 0.45
H 3.73534 -0.91612 -1.10286 0.62
H 2.68379 0.34736 -0.40502 -0.34
H 2.94246 -1.94694 -3.18654 0.39
H 1.46376 -3.64776 -4.96697 0.54
H -1.16998 -3.75037 -5.55969 0.50
H -2.34039 -1.87995 -4.00074 0.55
H 5.64946 0.25571 -1.86024 0.43
H 6.65618 1.87371 -3.40455 0.41
H 5.23471 3.43770 -4.67721 0.42
H 2.77985 3.37252 -4.38613 0.45
H 1.76681 1.71227 -2.86544 0.24
N -4.22336 0.99681 2.19019 0.08
C -3.87763 -0.44837 2.13876 -1.24
C -2.60555 -0.58223 1.29739 1.17
N -2.78108 -0.06404 -0.04533 -0.21
C -3.24284 1.30449 -0.02136 -0.59
C -4.52130 1.47398 0.81545 -1.00
H -3.38755 1.49378 2.53551 0.20
H -5.00460 1.17852 2.82903 0.39
H -4.71506 -0.98209 1.68138 0.44
H -3.70520 -0.82682 3.14622 0.45
H -2.31657 -1.63264 1.23841 -0.52
H -1.78916 -0.02897 1.77525 -0.44
H -3.38713 -0.66972 -0.59767 0.46
H -3.42206 1.65061 -1.03815 0.47
H -2.44036 1.91194 0.40929 0.06
H -5.33997 0.86959 0.41408 0.44
H -4.83132 2.51785 0.84301 0.47
C 1.17688 1.50292 4.67828 -1.48
C 0.10174 0.55660 4.15861 1.77
C -1.10377 0.55262 5.10809 -1.84
C 0.65568 -0.85930 4.01205 -1.59
O -0.38759 0.99829 2.88740 -0.28
P 0.61434 1.41453 1.66041 -0.43
O 1.95595 0.79483 1.71342 -1.03
O -0.26444 1.16910 0.44852 1.80
O 0.59547 3.01316 1.90436 -0.12
C 1.53541 3.91063 1.31179 2.21
C 2.19556 3.31127 0.07173 -1.49
C 2.59135 4.25123 2.36566 -1.87
C 0.74383 5.16917 0.93508 -1.80
H 1.60518 1.13316 5.60691 0.52
H 0.75680 2.49268 4.84513 0.40
H 1.95966 1.57601 3.93101 0.16
H -0.77170 0.33348 6.11828 0.43
H -1.82701 -0.20553 4.81535 0.30
H -1.58984 1.52507 5.11537 0.38
H 0.91729 -1.27273 4.98254 0.61
H 1.52624 -0.82721 3.36691 0.27
H -0.08760 -1.50083 3.54180 0.21
H 2.97557 2.61580 0.36444 0.38
H 2.63392 4.09150 -0.54511 0.61
H 1.45965 2.76720 -0.51577 -0.19
H 3.06850 3.33583 2.70771 0.29
H 2.12450 4.74331 3.21682 0.40
H 3.34708 4.91014 1.94610 0.45
H 0.03727 4.95022 0.13713 0.22
H 1.43096 5.94618 0.60988 0.45
H 0.18756 5.52705 1.79847 0.41
N -1.18828 5.00071 -4.89579 -0.47
C -1.04458 3.88346 -4.15360 0.95
C -0.92324 2.61637 -4.74215 -0.99
C -0.81088 1.50509 -3.94028 -0.71
N -0.82129 1.54920 -2.60680 0.99
C -0.91418 2.75255 -2.04015 -0.54
C -1.03350 3.92668 -2.74975 -1.18
H -1.22866 4.94531 -5.89825 0.19
H -1.18113 5.90823 -4.46359 0.19
H -0.89742 2.50895 -5.81538 0.40
H -0.69566 0.52718 -4.38319 0.21
H -0.87837 2.75985 -0.95990 0.22
H -1.11915 4.87319 -2.23520 0.36
```

Calculated values
- Total energy: -3252.8279 hartree
- HOMO (spin up / spin down): -9.485 / -9.502 eV
- Multiplicity: 2
- Total charge: +1

Entry 6:
Entry from the OMol25 dataset: a 2-piece molecular cluster, C6H16N2O overall in a non-equilibrium geometry (ωB97M-V/def2-TZVPD).

```
25
Properties=species:S:1:pos:R:3:mulliken_charge:R:1
C 0.79241 1.17202 -0.31398 1.30
C 1.56835 2.46369 -0.05388 -1.69
C 0.23839 1.13472 -1.73722 -1.53
C 1.64851 -0.02036 -0.01362 -0.39
N 1.52923 -1.11013 -0.63887 -0.57
H -0.04239 1.13219 0.40480 -0.05
H 2.20281 -1.83334 -0.38908 0.19
H 2.39922 0.14579 0.77059 0.37
H 0.91562 3.32525 -0.18264 0.39
H -0.23871 0.18137 -1.93957 0.35
H 2.40042 2.55635 -0.75090 0.39
H 1.95657 2.48497 0.96209 0.43
H 1.04714 1.26830 -2.45359 0.40
H -0.49034 1.93285 -1.87757 0.38
C -1.17346 -1.14835 1.60753 -0.42
C -1.86969 -1.35362 0.18224 -0.56
N -1.20526 -2.26168 -0.70523 -0.62
O -1.46708 0.11595 2.15719 -0.54
H -2.42584 0.20667 2.21583 0.31
H -1.19970 -3.19739 -0.31013 0.25
H -0.19256 -1.96793 -0.81856 0.34
H -0.08632 -1.20771 1.54211 0.20
H -1.50940 -1.95329 2.27693 0.38
H -2.89511 -1.69635 0.35890 0.43
H -1.90282 -0.36998 -0.29338 0.25
```

Calculated values
- Total energy: -422.9258 hartree
- HOMO: -8.654 eV
- Structure (SMILES): [H]/N=C/C(C)C.NCCO
- Multiplicity: 1
- Total charge: 0